Entry 1:
# C35H68Br14N2O3P

A cluster of 8 separate species, C35H68Br14N2O3P in total (wB97M-V/def2-TZVPD, OMol25).

Each atom is followed by the atoms it is bonded to, with distances in Å.
Element x y z (Å)
1 C -4.12 -1.70 -3.67  C2 1.631, H28 1.150, H29 1.149, H30 1.141
2 C -3.46 -3.19 -3.71  C1 1.631, C3 1.598, H31 1.139, H32 1.155
3 C -2.24 -3.31 -4.74  C2 1.598, C4 1.603, H33 1.140, H34 1.153
4 C -0.86 -2.68 -4.25  C3 1.603, C5 1.603, H35 1.139, H36 1.161
5 C -0.65 -2.62 -2.66  C4 1.603, C6 1.628, H37 1.156, H38 1.138
6 C -1.13 -1.21 -2.00  C5 1.628, C7 1.597, H39 1.137, H40 1.155
7 C -0.22 -0.98 -0.70  C6 1.597, C8 1.591, C21 1.621, H41 1.161
8 C -0.23 0.43 0.05  C7 1.591, N9 1.325, H42 1.134
9 N 0.10 0.36 1.33  C8 1.325, C10 1.486, C14 1.522
10 C 0.24 1.57 2.18  N9 1.486, C11 1.608, C12 1.595, H43 1.157
11 C 0.05 2.96 1.39  C10 1.608, H44 1.154, H45 1.155, H46 1.134
12 C -0.69 1.65 3.48  C10 1.595, C13 1.627, H47 1.137, H48 1.155
13 C -2.22 2.08 3.15  C12 1.627, H49 1.153, H50 1.141, H51 1.144
14 C 0.36 -1.10 1.65  N9 1.522, C15 1.594, P19 1.942, C21 1.602
15 C 0.40 -1.58 3.17  C14 1.594, C16 1.581, H52 1.144, H53 1.153
16 C -0.97 -1.97 3.85  C15 1.581, C17 1.622, N18 1.311
17 C -0.92 -3.20 4.90  C16 1.622, H54 1.148, H55 1.150, H56 1.144
18 N -2.15 -1.40 3.72  C16 1.311, H57 1.034
19 P 2.28 -1.12 1.30  C14 1.942, O20 1.536, H58 1.454, H59 1.431
20 O 2.83 -2.54 1.09  P19 1.536
21 C -0.20 -2.07 0.50  C7 1.621, C14 1.602, C22 1.600, H60 1.155
22 C -1.50 -2.96 0.75  C21 1.600, C23 1.631, H61 1.141, H62 1.155
23 C -1.12 -4.48 1.23  C22 1.631, C24 1.601, H63 1.152, H64 1.156
24 C -2.26 -5.20 2.09  C23 1.601, C25 1.587, H65 1.155, H66 1.145
25 C -3.75 -4.77 1.76  C24 1.587, O26 1.263, O27 1.421
26 O -4.56 -4.74 2.72  C25 1.263
27 O -4.27 -4.39 0.49  C25 1.421, H67 0.993
28 H -4.30 -1.44 -2.56  C1 1.150
29 H -5.14 -1.72 -4.19  C1 1.149
30 H -3.41 -0.92 -4.11  C1 1.141
31 H -3.24 -3.56 -2.66  C2 1.139
32 H -4.30 -3.86 -4.12  C2 1.155
33 H -2.09 -4.41 -5.02  C3 1.140
34 H -2.57 -2.75 -5.69  C3 1.153
35 H -0.64 -1.63 -4.65  C4 1.139
36 H -0.01 -3.35 -4.66  C4 1.161
37 H 0.48 -2.75 -2.46  C5 1.156
38 H -1.16 -3.52 -2.20  C5 1.138
39 H -2.24 -1.23 -1.75  C6 1.137
40 H -0.86 -0.42 -2.79  C6 1.155
41 H 0.84 -1.11 -1.15  C7 1.161
42 H -0.48 1.29 -0.64  C8 1.134
43 H 1.33 1.59 2.55  C10 1.157
44 H 0.79 2.94 0.49  C11 1.154
45 H -0.99 3.06 0.90  C11 1.155
46 H 0.31 3.87 2.00  C11 1.134
47 H -0.67 0.74 4.16  C12 1.137
48 H -0.27 2.52 4.12  C12 1.155
49 H -2.57 1.66 2.13  C13 1.153
50 H -2.31 3.21 3.19  C13 1.141
51 H -2.90 1.67 3.96  C13 1.144
52 H 0.91 -0.76 3.78  C15 1.144
53 H 1.09 -2.50 3.22  C15 1.153
54 H -1.97 -3.65 4.90  C17 1.148
55 H -0.72 -2.83 5.98  C17 1.150
56 H -0.20 -4.02 4.57  C17 1.144
57 H -2.02 -0.65 3.02  N18 1.034
58 H 2.85 -0.65 2.54  P19 1.454
59 H 2.65 -0.17 0.30  P19 1.431
60 H 0.52 -2.85 0.05  C21 1.155
61 H -2.30 -2.48 1.41  C22 1.141
62 H -2.01 -3.12 -0.27  C22 1.155
63 H -0.07 -4.52 1.71  C23 1.152
64 H -1.01 -5.09 0.25  C23 1.156
65 H -2.18 -6.33 1.85  C24 1.155
66 H -2.02 -5.10 3.20  C24 1.145
67 H -4.53 -3.45 0.62  O27 0.993
68 Br 0.95 -0.78 -7.47  C69 1.950
69 C 2.21 -2.21 -7.86  Br68 1.950, C70 1.508, H72 1.089, H73 1.092
70 C 2.08 -3.34 -6.86  C69 1.508, Br71 1.949, H74 1.091, H75 1.090
71 Br 2.90 -2.88 -5.16  C70 1.949
72 H 3.21 -1.76 -7.87  C69 1.089
73 H 1.96 -2.55 -8.86  C69 1.092
74 H 2.61 -4.22 -7.21  C70 1.091
75 H 1.04 -3.61 -6.66  C70 1.090
76 Br -0.70 6.64 0.45  C77 1.950
77 C -0.14 7.84 1.87  Br76 1.950, C78 1.508, H80 1.089, H81 1.092
78 C 1.33 7.68 2.19  C77 1.508, Br79 1.948, H82 1.091, H83 1.090
79 Br 1.65 6.06 3.22  C78 1.948
80 H -0.79 7.64 2.73  C77 1.089
81 H -0.34 8.85 1.50  C77 1.092
82 H 1.68 8.50 2.81  C78 1.091
83 H 1.95 7.62 1.30  C78 1.090
84 Br 2.39 8.66 -1.95  C85 1.949
85 C 3.64 7.21 -2.30  Br84 1.949, C86 1.508, H88 1.090, H89 1.092
86 C 3.51 6.12 -1.27  C85 1.508, Br87 1.948, H90 1.092, H91 1.091
87 Br 4.34 6.63 0.42  C86 1.948
88 H 4.64 7.65 -2.33  C85 1.090
89 H 3.38 6.84 -3.29  C85 1.092
90 H 4.04 5.22 -1.59  C86 1.092
91 H 2.47 5.86 -1.05  C86 1.091
92 Br -0.37 4.20 -3.93  C93 1.948
93 C 1.53 4.16 -4.34  Br92 1.948, C94 1.509, H96 1.090, H97 1.092
94 C 1.97 2.78 -4.76  C93 1.509, Br95 1.951, H98 1.091, H99 1.090
95 Br 2.14 1.60 -3.21  C94 1.951
96 H 2.05 4.53 -3.47  C93 1.090
97 H 1.65 4.86 -5.17  C93 1.092
98 H 2.97 2.81 -5.20  C94 1.091
99 H 1.28 2.29 -5.45  C94 1.090
100 Br -7.95 -3.10 -3.39  C101 1.949
101 C -7.62 -3.81 -1.60  Br100 1.949, C102 1.508, H104 1.090, H105 1.092
102 C -7.81 -2.75 -0.55  C101 1.508, Br103 1.950, H106 1.091, H107 1.090
103 Br -6.28 -1.53 -0.50  C102 1.950
104 H -6.62 -4.24 -1.61  C101 1.090
105 H -8.36 -4.61 -1.47  C101 1.092
106 H -7.84 -3.19 0.45  C102 1.091
107 H -8.70 -2.14 -0.70  C102 1.090
108 Br 2.38 -2.52 8.61  C109 1.950
109 C 1.68 -4.28 9.06  Br108 1.950, C110 1.508, H112 1.089, H113 1.092
110 C 0.60 -4.70 8.10  C109 1.508, Br111 1.949, H114 1.091, H115 1.090
111 Br -1.08 -3.78 8.47  C110 1.949
112 H 1.34 -4.23 10.10  C109 1.089
113 H 2.54 -4.95 8.99  C109 1.092
114 H 0.37 -5.76 8.21  C110 1.091
115 H 0.85 -4.50 7.06  C110 1.090
116 Br 8.60 7.90 0.50  C117 1.949
117 C 8.45 5.98 0.78  Br116 1.949, C118 1.508, H120 1.090, H121 1.092
118 C 8.68 5.21 -0.50  C117 1.508, Br119 1.949, H122 1.091, H123 1.090
119 Br 7.12 5.31 -1.67  C118 1.949
120 H 7.47 5.80 1.22  C117 1.090
121 H 9.22 5.74 1.52  C117 1.092
122 H 8.82 4.15 -0.29  C118 1.091
123 H 9.53 5.58 -1.07  C118 1.090

## Properties
**Spin multiplicity**: 1
**Total charge**: +1

Here are the Löwdin charges for atoms 1 to 5, given in e:
1. C -0.129
2. C -0.242
3. C -0.200
4. C -0.206
5. C -0.184

Entry 2:
# C35H68F3N3O8PS

A cluster of 6 separate species, C35H68F3N3O8PS in total (wB97M-V/def2-TZVPD, OMol25).

Each atom is followed by the atoms it is bonded to, with distances in Å.
Element x y z (Å)
1 C 3.60 0.91 0.37  C2 1.208, H32 1.087
2 C 2.99 0.22 -0.41  C1 1.208, C3 1.491
3 C 2.10 -0.55 -1.32  C2 1.491, N4 1.514, H33 1.115, H34 1.108
4 N 0.59 -0.40 -1.23  C3 1.514, P5 1.876, C7 1.569, C24 1.519
5 P 0.17 -0.97 -2.96  N4 1.876, N6 1.578, H35 1.410, H36 1.421
6 N 1.04 -2.18 -3.46  P5 1.578, H37 1.026
7 C 0.02 -1.36 -0.13  N4 1.569, S8 1.869, N9 1.445, C12 1.595
8 S 0.01 -3.15 -0.66  C7 1.869, H38 1.358
9 N 0.82 -1.32 1.07  C7 1.445, C10 1.451, H39 1.011
10 C 1.76 -2.36 1.46  N9 1.451, C11 1.587, H40 1.109, H41 1.110
11 C 2.63 -1.76 2.65  C10 1.587, H42 1.108, H43 1.109, H44 1.099
12 C -1.51 -1.12 0.24  C7 1.595, C13 1.593, C18 1.588, O22 1.440
13 C -2.55 -2.00 -0.59  C12 1.593, C14 1.566, H45 1.105, H46 1.103
14 C -3.95 -1.31 -0.72  C13 1.566, O15 1.427, H47 1.117, H48 1.104
15 O -4.02 -0.55 -1.93  C14 1.427, C16 1.429
16 C -4.61 0.74 -1.73  O15 1.429, C17 1.582, H49 1.110, H50 1.107
17 C -6.18 0.67 -1.54  C16 1.582, H51 1.103, H52 1.105, H53 1.106
18 C -1.88 -1.43 1.76  C12 1.588, C19 1.554, C20 1.576, H54 1.114
19 C -1.59 -2.86 2.29  C18 1.554, H55 1.107, H56 1.101, H57 1.110
20 C -1.49 -0.29 2.77  C18 1.576, C21 1.563, H58 1.115, H59 1.101
21 C -2.70 0.66 3.07  C20 1.563, H60 1.112, H61 1.110, H62 1.110
22 O -2.00 0.23 0.08  C12 1.440, C23 1.401
23 C -1.46 0.97 -0.97  O22 1.401, C24 1.585, H63 1.110, H64 1.119
24 C 0.12 1.03 -0.99  N4 1.519, C23 1.585, O25 1.380, C28 1.572
25 O 0.56 1.56 0.21  C24 1.380, C26 1.411
26 C -0.22 2.43 1.00  O25 1.411, C27 1.577, H65 1.107, H66 1.113
27 C 0.69 2.92 2.18  C26 1.577, H67 1.102, H68 1.106, H69 1.115
28 C 0.44 2.06 -2.13  C24 1.572, F29 1.361, F30 1.368, F31 1.361
29 F 1.65 1.95 -2.75  C28 1.361
30 F -0.50 2.10 -3.11  C28 1.368
31 F 0.45 3.34 -1.66  C28 1.361
32 H 4.34 1.53 0.87  C1 1.087
33 H 2.45 -0.30 -2.35  C3 1.115
34 H 2.38 -1.62 -1.22  C3 1.108
35 H -1.23 -1.15 -3.10  P5 1.410
36 H 0.53 0.07 -3.86  P5 1.421
37 H 0.40 -2.94 -3.70  N6 1.026
38 H 1.27 -3.44 -1.06  S8 1.358
39 H 1.09 -0.41 1.41  N9 1.011
40 H 1.32 -3.27 1.92  C10 1.109
41 H 2.52 -2.68 0.72  C10 1.110
42 H 3.58 -2.32 2.66  C11 1.108
43 H 2.90 -0.70 2.46  C11 1.109
44 H 2.16 -1.92 3.63  C11 1.099
45 H -2.27 -2.16 -1.64  C13 1.105
46 H -2.74 -2.99 -0.14  C13 1.103
47 H -4.68 -2.15 -0.82  C14 1.117
48 H -4.26 -0.75 0.19  C14 1.104
49 H -4.45 1.28 -2.69  C16 1.110
50 H -4.11 1.35 -0.95  C16 1.107
51 H -6.43 1.27 -0.65  C17 1.103
52 H -6.46 -0.39 -1.45  C17 1.105
53 H -6.66 1.07 -2.45  C17 1.106
54 H -3.00 -1.36 1.76  C18 1.114
55 H -0.65 -2.84 2.86  C19 1.107
56 H -1.64 -3.68 1.55  C19 1.101
57 H -2.38 -3.09 3.04  C19 1.110
58 H -1.28 -0.82 3.73  C20 1.115
59 H -0.56 0.24 2.51  C20 1.101
60 H -2.34 1.70 3.23  C21 1.112
61 H -3.44 0.68 2.25  C21 1.110
62 H -3.24 0.39 4.00  C21 1.110
63 H -1.89 2.00 -0.97  C23 1.110
64 H -1.88 0.54 -1.92  C23 1.119
65 H -1.13 2.01 1.48  C26 1.107
66 H -0.59 3.36 0.51  C26 1.113
67 H 1.05 3.95 2.03  C27 1.102
68 H 0.20 2.77 3.16  C27 1.106
69 H 1.59 2.27 2.20  C27 1.115
70 C 3.70 -0.86 -5.20  C71 1.510, H74 1.090, H75 1.094, H76 1.091
71 C 3.91 -0.40 -6.62  C70 1.510, O72 1.210, C73 1.505
72 O 4.74 -0.91 -7.33  C71 1.210
73 C 3.04 0.73 -7.11  C71 1.505, H77 1.095, H78 1.093, H79 1.089
74 H 4.38 -1.67 -4.98  C70 1.090
75 H 3.89 -0.03 -4.51  C70 1.094
76 H 2.67 -1.22 -5.07  C70 1.091
77 H 3.21 1.62 -6.49  C73 1.095
78 H 1.98 0.45 -7.07  C73 1.093
79 H 3.30 0.97 -8.14  C73 1.089
80 C 4.71 -5.26 5.73  C81 1.507, H84 1.089, H85 1.091, H86 1.091
81 C 4.12 -3.88 5.58  C80 1.507, O82 1.214, C83 1.507
82 O 3.36 -3.61 4.68  C81 1.214
83 C 4.52 -2.85 6.61  C81 1.507, H87 1.091, H88 1.091, H89 1.089
84 H 4.34 -5.90 4.93  C80 1.089
85 H 5.79 -5.21 5.67  C80 1.091
86 H 4.41 -5.69 6.69  C80 1.091
87 H 5.60 -2.70 6.58  C83 1.091
88 H 4.22 -3.18 7.60  C83 1.091
89 H 4.03 -1.90 6.38  C83 1.089
90 C -2.79 5.22 -2.41  C91 1.509, H94 1.090, H95 1.091, H96 1.091
91 C -4.19 4.70 -2.61  C90 1.509, O92 1.213, C93 1.506
92 O -4.58 3.70 -2.03  C91 1.213
93 C -5.09 5.45 -3.55  C91 1.506, H97 1.091, H98 1.091, H99 1.089
94 H -2.26 4.58 -1.71  C90 1.090
95 H -2.26 5.22 -3.36  C90 1.091
96 H -2.83 6.23 -2.01  C90 1.091
97 H -4.65 5.46 -4.55  C93 1.091
98 H -5.22 6.48 -3.20  C93 1.091
99 H -6.06 4.97 -3.60  C93 1.089
100 C 2.85 4.45 -3.77  C101 1.508, H104 1.090, H105 1.092, H106 1.092
101 C 3.55 4.38 -5.11  C100 1.508, O102 1.213, C103 1.506
102 O 3.45 3.41 -5.83  C101 1.213
103 C 4.39 5.57 -5.51  C101 1.506, H107 1.091, H108 1.091, H109 1.089
104 H 2.28 3.54 -3.61  C100 1.090
105 H 3.59 4.56 -2.98  C100 1.092
106 H 2.17 5.30 -3.76  C100 1.092
107 H 5.19 5.72 -4.78  C103 1.091
108 H 3.77 6.46 -5.57  C103 1.091
109 H 4.83 5.39 -6.49  C103 1.089
110 C -2.37 -5.55 7.10  C111 1.507, H114 1.089, H115 1.091, H116 1.091
111 C -2.14 -4.35 6.23  C110 1.507, O112 1.212, C113 1.508
112 O -2.13 -4.43 5.02  C111 1.212
113 C -1.93 -3.02 6.92  C111 1.508, H117 1.091, H118 1.091, H119 1.090
114 H -2.50 -6.43 6.48  C110 1.089
115 H -1.51 -5.71 7.75  C110 1.091
116 H -3.26 -5.41 7.71  C110 1.091
117 H -1.05 -3.07 7.56  C113 1.091
118 H -2.81 -2.77 7.52  C113 1.091
119 H -1.78 -2.24 6.17  C113 1.090

## Properties
**Spin multiplicity**: 1
**Total charge**: +1

Here are the Löwdin charges for atoms 1 to 5, given in e:
1. C 0.143
2. C -0.081
3. C -0.176
4. N -0.135
5. P 0.877

Number 1: E -1036394.3915 eV. Number 2: E -86511.1137 eV.